Below is 13 unconnected molecules or ions with the total composition C17H60N3O14P3S at a distorted geometry, with properties calculated with ωB97M-V with the def2-TZVPD basis set.

ORCA input file:
```
! wB97M-V def2-TZVPD RIJCOSX def2/J DEFGRID3
* xyz 0 1
C 2.207 -3.336 2.416
P 1.544 -2.485 3.891
O 2.735 -1.352 4.177
P -0.142 -1.286 3.079
C -0.673 -2.219 1.585
C -2.072 -1.804 1.116
S -3.246 -3.126 1.524
C -4.643 -2.367 2.204
N -5.325 -2.887 3.171
N -6.401 -2.028 3.383
C -6.256 -1.057 2.548
O -5.175 -1.199 1.755
P 0.811 0.503 2.230
N 0.815 0.593 0.649
H 1.411 -3.710 1.782
H 2.831 -2.677 1.816
H 2.808 -4.182 2.737
H 3.422 -1.768 4.704
H -0.685 -3.262 1.889
H 0.050 -2.162 0.778
H -2.052 -1.720 0.037
H -2.390 -0.843 1.501
H -6.929 -0.224 2.491
H 0.167 1.635 2.756
H 2.120 0.547 2.744
H 0.369 -0.198 0.206
C 5.406 1.097 1.810
O 5.774 -0.280 1.687
H 5.810 1.637 0.958
H 4.318 1.207 1.811
H 5.819 1.526 2.725
H 5.409 -0.745 2.443
C 2.104 -5.154 -1.220
O 1.308 -3.991 -0.964
H 2.257 -5.657 -0.268
H 1.604 -5.835 -1.902
H 3.076 -4.874 -1.633
H 1.170 -3.541 -1.801
C -8.937 1.955 1.358
O -9.009 0.711 2.057
H -8.074 2.492 1.742
H -8.805 1.798 0.286
H -9.833 2.556 1.532
H -9.769 0.229 1.722
C 3.905 1.416 6.395
O 2.494 1.467 6.220
H 4.249 2.434 6.556
H 4.177 0.811 7.264
H 4.401 1.014 5.506
H 2.189 0.567 6.073
C 6.548 4.396 1.765
O 7.359 3.926 2.845
H 5.523 4.097 1.972
H 6.590 5.481 1.683
H 6.868 3.947 0.822
H 8.265 4.187 2.666
C -5.526 -1.387 -1.591
O -4.854 -0.242 -1.063
H -5.132 -1.583 -2.585
H -5.352 -2.262 -0.957
H -6.598 -1.195 -1.658
H -5.209 -0.091 -0.183
C 6.297 -1.513 -1.904
O 6.859 -0.284 -1.470
H 6.674 -1.709 -2.905
H 6.591 -2.338 -1.249
H 5.205 -1.461 -1.942
H 6.524 -0.119 -0.582
C 5.983 6.381 -1.793
O 5.686 6.575 -0.410
H 7.055 6.221 -1.877
H 5.457 5.510 -2.190
H 5.709 7.261 -2.379
H 4.739 6.713 -0.328
C -8.530 1.597 -2.560
O -7.796 0.970 -1.506
H -9.584 1.408 -2.385
H -8.364 2.677 -2.568
H -8.255 1.184 -3.532
H -6.858 1.132 -1.659
C 3.139 -8.729 -3.491
O 2.319 -7.579 -3.293
H 3.270 -9.202 -2.522
H 2.666 -9.442 -4.170
H 4.120 -8.453 -3.885
H 2.198 -7.157 -4.148
C -10.783 3.988 -5.048
O -10.570 2.666 -4.561
H -9.924 4.584 -4.750
H -10.861 4.003 -6.137
H -11.684 4.431 -4.616
H -11.325 2.132 -4.820
C 5.003 2.874 -4.264
O 4.353 4.141 -4.350
H 4.997 2.576 -3.219
H 4.474 2.117 -4.847
H 6.039 2.934 -4.606
H 4.354 4.410 -5.272
*
```

Summary:
Total energy: -3323.28390 Ha
LUMO energy: 0.119 eV
HOMO-LUMO gap: 8.52 eV